The following is a DFT calculation (ωB97M-V/def2-TZVPD) of C13H19Cl5CuSi2 as an isolated structure.

Each line ends with the Löwdin charge.
Element x y z (Å)
Cu (0.253, -0.456, -0.813)  0.2992
Cl (-1.096, -3.417, -0.615)  0.6397
C (-2.164, -2.111, -1.082)  -0.6969
C (-1.651, -0.819, -1.091)  -0.2658
C (-2.560, 0.165, -1.459)  -0.7028
Cl (-2.005, 1.827, -1.479)  0.6176
C (-3.881, -0.090, -1.813)  -0.7147
Cl (-4.957, 1.187, -2.269)  0.6331
C (-4.341, -1.404, -1.800)  -0.7160
Cl (-5.976, -1.760, -2.237)  0.6364
C (-3.475, -2.428, -1.428)  -0.7136
Cl (-4.044, -4.063, -1.405)  0.6354
C (4.815, 0.411, 0.742)  -0.2005
Si (2.929, 0.241, 0.721)  0.3403
C (2.518, -0.998, 2.080)  -0.1891
C (2.279, 1.921, 1.281)  -0.1972
C (2.207, -0.219, -0.887)  -0.4737
Si (2.813, -1.672, -1.822)  0.3408
C (1.759, -2.035, -3.341)  -0.1946
C (2.854, -3.229, -0.758)  -0.1918
C (4.567, -1.475, -2.514)  -0.1965
H (5.156, 0.822, 1.698)  0.0164
H (5.159, 1.078, -0.054)  0.0231
H (5.310, -0.553, 0.599)  0.0114
H (2.905, -0.663, 3.047)  0.0209
H (2.948, -1.979, 1.868)  0.0094
H (1.436, -1.125, 2.168)  0.0232
H (2.665, 2.201, 2.265)  0.0184
H (1.187, 1.913, 1.327)  0.0180
H (2.572, 2.699, 0.571)  0.0227
H (2.306, 0.658, -1.554)  0.0062
H (0.719, -2.226, -3.066)  0.0039
H (2.134, -2.906, -3.888)  0.0217
H (1.768, -1.180, -4.023)  0.0272
H (1.944, -3.318, -0.160)  0.0010
H (3.708, -3.220, -0.075)  0.0181
H (2.939, -4.122, -1.384)  0.0232
H (4.641, -0.579, -3.135)  0.0217
H (4.835, -2.336, -3.135)  0.0176
H (5.313, -1.388, -1.720)  0.0064

HOMO energy, eV: -4.85
Total charge: -1

---

The following is a DFT calculation (ωB97M-V/def2-TZVPD) of C4H8N2O3 as an isolated structure.

Each line ends with the Löwdin charge.
Element x y z (Å)
C (-0.978, 1.958, -1.238)  -0.1925
C (-0.318, 1.030, -0.072)  -0.4613
C (-0.582, -1.118, 1.140)  -0.0845
C (0.400, -2.191, 0.524)  -0.5114
H (0.804, 3.143, -1.631)  0.1098
H (-0.001, 3.777, -0.439)  0.0794
H (-2.275, 2.134, -0.831)  0.1837
H (-1.084, 1.334, -2.280)  0.1415
H (-1.724, -0.237, -0.636)  0.2510
H (-1.302, -1.617, 1.461)  0.0413
H (0.043, -0.730, 1.939)  0.1541
H (1.087, -0.383, -0.035)  0.1525
N (-0.261, 3.319, -1.364)  -0.0674
N (-1.053, -0.031, 0.341)  0.0390
O (0.903, 1.255, 0.211)  -0.0027
O (0.451, -3.366, 0.591)  0.1414
O (1.462, -1.453, 0.134)  0.0261

HOMO energy, eV: -10.15
Energy above the lowest of the compared OMol25 structures with the same formula, charge and spin, kcal/mol: 106.5
Total charge: 0

---

The following is a DFT calculation (ωB97M-V/def2-TZVPD) of one molecule with the formula C24H26N2O6S.

Each line ends with the Löwdin charge.
Element x y z (Å)
C (-2.414, -1.162, -2.359)  -0.0411
C (-0.894, -1.136, -2.490)  -0.2097
O (-0.244, -1.002, -1.237)  -0.1104
C (0.172, -2.105, -0.566)  -0.2091
C (-0.324, -3.392, -0.732)  0.0019
C (0.146, -4.426, 0.060)  -0.0742
C (1.111, -4.196, 1.022)  -0.0827
C (1.633, -2.923, 1.179)  -0.0004
C (1.176, -1.882, 0.389)  -0.1908
N (1.738, -0.591, 0.510)  -0.1685
S (2.114, 0.265, -0.871)  0.7254
O (2.333, -0.643, -1.951)  -0.2327
O (1.228, 1.391, -1.058)  -0.3013
C (3.703, 0.919, -0.359)  -0.2734
C (4.722, 0.015, -0.124)  -0.0536
C (5.961, 0.482, 0.278)  -0.0637
C (6.166, 1.844, 0.442)  -0.0735
C (5.139, 2.742, 0.201)  -0.0663
C (3.897, 2.277, -0.203)  -0.0586
H (3.079, 2.950, -0.407)  0.1125
H (5.304, 3.801, 0.325)  0.1072
H (7.134, 2.207, 0.755)  0.1057
H (6.767, -0.213, 0.463)  0.1075
H (4.526, -1.035, -0.269)  0.1184
C (1.440, 0.192, 1.690)  -0.0667
H (1.841, 1.194, 1.525)  0.1258
H (1.927, -0.249, 2.566)  0.1362
C (-0.072, 0.266, 1.972)  -0.4563
O (-0.535, -0.066, 3.043)  0.0790
N (-0.764, 0.740, 0.919)  0.1346
C (-2.168, 0.693, 0.771)  -0.1580
C (-2.877, -0.391, 1.286)  -0.0014
C (-4.230, -0.534, 1.087)  -0.0021
C (-4.928, 0.418, 0.342)  -0.2795
C (-4.240, 1.512, -0.156)  0.0468
C (-2.869, 1.672, 0.057)  -0.2181
O (-2.363, 2.802, -0.517)  -0.0675
C (-1.174, 3.399, -0.036)  -0.0656
H (-1.082, 3.297, 1.048)  0.1018
H (-0.290, 2.989, -0.530)  0.0652
H (-1.261, 4.457, -0.289)  0.0954
H (-4.729, 2.287, -0.724)  0.1166
O (-6.259, 0.191, 0.167)  -0.0811
C (-7.006, 1.127, -0.570)  -0.0906
H (-8.027, 0.746, -0.581)  0.0921
H (-6.994, 2.114, -0.095)  0.0957
H (-6.641, 1.214, -1.598)  0.0950
H (-4.766, -1.380, 1.486)  0.1171
H (-2.335, -1.135, 1.846)  0.1181
H (-0.236, 0.982, 0.086)  0.0867
H (2.399, -2.728, 1.913)  0.1203
H (1.466, -5.003, 1.644)  0.1022
H (-0.257, -5.418, -0.075)  0.1059
H (-1.088, -3.591, -1.466)  0.1093
H (-0.523, -2.026, -3.010)  0.1263
H (-0.582, -0.252, -3.054)  0.1294
H (-2.859, -1.275, -3.344)  0.0814
H (-2.741, -1.983, -1.726)  0.0732
H (-2.767, -0.236, -1.914)  0.0640

HOMO energy, eV: -7.80
Energy above the lowest of the compared OMol25 structures with the same formula, charge and spin, kcal/mol: 18.6
Total charge: 0

---

The following is a DFT calculation (ωB97M-V/def2-TZVPD) of a 2-piece molecular cluster, C3H8O overall.

Each line ends with the Löwdin charge.
Element x y z (Å)
C (-1.242, 1.420, 1.084)  -0.0420
H (-1.492, 2.404, 1.323)  -0.0056
H (-0.166, 1.520, 1.103)  0.0239
H (-1.612, 1.204, 0.051)  0.0344
H (-1.704, 0.714, 1.769)  0.0410
O (0.130, -1.413, 0.532)  0.0223
C (0.087, -0.639, -0.434)  -0.3329
C (1.210, 0.068, -1.201)  -0.0542
H (-0.809, -0.324, -0.894)  0.0696
H (2.208, -0.175, -0.816)  0.0766
H (0.971, 1.132, -1.204)  0.0696
H (1.232, -0.265, -2.284)  0.0974

HOMO energy, eV: -9.90
Energy above the lowest of the compared OMol25 structures with the same formula, charge and spin, kcal/mol: 23.0
Total charge: 0

---

The following is a DFT calculation (ωB97M-V/def2-TZVPD) of a 2-piece molecular cluster, C5H14NO overall.

Each line ends with the Löwdin charge.
Element x y z (Å)
C (0.144, 2.780, -1.057)  -0.0051
C (-0.380, 1.643, -0.016)  -0.1823
C (0.626, 0.603, 0.001)  0.0979
C (0.497, -0.725, -0.758)  -0.1641
C (-0.985, -2.741, -0.411)  -0.1019
N (0.073, -1.881, 0.075)  -0.0482
H (-0.256, 2.479, -2.099)  0.1213
H (-0.476, 3.622, -0.716)  0.0920
H (1.221, 2.940, -1.113)  0.0850
H (-0.467, 2.248, 0.927)  0.1546
H (-1.349, 1.272, -0.327)  0.1261
H (1.700, 0.931, 0.018)  0.1586
H (0.561, -0.312, 3.764)  0.0683
H (-0.085, -0.519, -1.672)  0.1528
H (1.547, -0.856, -1.118)  0.1287
H (-2.044, -2.539, -0.206)  0.0894
H (-0.969, -2.863, -1.479)  0.0793
H (-0.785, -3.742, -0.014)  0.0964
H (0.025, -1.620, 1.051)  0.0752
H (0.762, -0.004, 2.259)  0.0006
O (0.640, -0.716, 2.893)  -0.0248

HOMO energy, eV: -13.09
Energy above the lowest of the compared OMol25 structures with the same formula, charge and spin, kcal/mol: 113.7
Total charge: +1

---

The following is a DFT calculation (ωB97M-V/def2-TZVPD) of one molecule with the formula C4H4S.

Each line ends with the Löwdin charge.
Element x y z (Å)
C (-0.105, 2.244, -2.537)  -0.3300
C (-0.571, 0.710, -1.104)  -0.3978
C (-0.352, -0.409, 0.930)  0.0486
C (-0.547, -0.465, -0.347)  -0.2575
S (-0.788, 2.345, -0.960)  0.8091
H (0.972, 2.284, -2.452)  -0.0775
H (-0.148, -1.301, 1.419)  0.0516
H (-0.308, 0.447, 1.534)  0.0647
H (-0.477, -1.369, -0.875)  0.0889

HOMO energy (alpha / beta), eV: -7.92 / -7.93
Energy above the lowest of the compared OMol25 structures with the same formula, charge and spin, kcal/mol: 162.5
Total charge: 0